{"formula": "C37H38Cl3O5P3RuS2", "method": "ωB97M-V/def2-TZVPD", "species": ["C", "H", "H", "H", "H", "C", "H", "H", "H", "H", "S", "H", "H", "C", "C", "H", "C", "H", "H", "C", "C", "C", "C", "H", "C", "C", "H", "C", "C", "C", "C", "C", "H", "H", "P", "C", "H", "C", "H", "H", "P", "C", "H", "H", "C", "Ru", "H", "C", "C", "C", "H", "H", "Cl", "O", "H", "C", "H", "H", "C", "C", "H", "C", "C", "C", "H", "C", "H", "H", "P", "C", "H", "H", "H", "Cl", "O", "C", "C", "H", "O", "C", "H", "C", "Cl", "S", "C", "O", "H", "O", "C"], "positions_angstrom": [[2.685, 3.822, -2.678], [-2.080, -0.012, -0.812], [-4.700, 3.906, 0.235], [-3.818, 1.640, -0.069], [-2.428, -2.379, -1.232], [4.467, -1.151, -1.425], [-2.508, -3.019, 5.291], [-5.991, -0.914, 3.963], [-3.811, 5.361, 2.024], [3.379, 4.360, -3.326], [4.269, 1.153, 0.854], [0.634, 5.380, 1.105], [0.242, 0.244, -2.387], [2.681, -4.374, 2.744], [-2.231, -2.121, -0.188], [1.789, 3.580, -3.253], [-2.979, -2.307, 4.626], [5.740, -2.123, -2.840], [0.659, -1.138, 2.734], [-4.932, -1.124, 3.878], [1.843, -2.694, 0.572], [-2.811, -0.725, 2.805], [-0.338, -2.160, -4.799], [2.476, -2.712, 4.057], [2.139, -2.148, 1.966], [3.328, 2.559, -2.153], [-2.001, 4.538, 3.496], [2.483, -4.899, 1.407], [0.340, -3.101, -2.667], [-3.425, 2.257, 0.728], [-0.867, -2.644, 0.250], [-1.140, 4.725, -1.709], [0.361, -4.004, -2.070], [-0.796, -2.685, 1.344], [-1.776, 0.074, 1.523], [0.215, 3.439, 0.297], [4.220, 2.772, -1.560], [-1.903, 2.619, 2.549], [4.885, -0.719, -3.495], [-4.646, 0.259, 2.268], [2.779, 0.691, -0.330], [-0.069, -3.239, -4.051], [-1.676, 5.224, -2.503], [-4.930, -2.554, 5.478], [0.155, 4.817, 0.316], [0.803, 0.335, 0.673], [-3.585, -0.500, -0.021], [-3.922, 3.542, 0.895], [-0.530, 5.454, -0.701], [4.792, -1.583, -2.836], [4.356, -2.015, -0.772], [-0.775, -2.271, -5.784], [-0.639, 7.191, -0.709], [1.531, -0.935, 2.362], [3.601, 1.889, -2.973], [-4.336, -2.046, 4.730], [-0.760, -3.676, -0.094], [-0.254, -4.232, -4.438], [2.003, -4.143, 0.407], [-2.222, -1.644, 3.668], [2.638, -5.958, 1.248], [0.483, -0.668, -2.921], [-0.371, 2.637, -0.689], [-2.411, 1.783, 1.557], [-0.673, -0.001, -4.702], [-0.051, -0.803, -4.324], [1.720, -4.598, -0.532], [2.399, 4.476, -1.853], [0.576, -1.664, -0.295], [-1.054, 3.348, -1.692], [-1.157, -1.843, 3.595], [-1.103, 2.264, 3.189], [2.951, -5.066, 3.531], [-1.829, 2.426, -2.945], [3.040, -1.983, 0.948], [0.549, -1.898, -2.101], [-2.407, 3.898, 2.724], [-2.965, -2.681, 0.398], [3.238, -0.406, -1.447], [-2.499, -0.623, -0.010], [4.015, -2.233, -3.239], [2.451, -3.088, 3.042], [1.074, 2.606, 1.575], [1.717, -0.368, -4.216], [-4.176, -0.469, 2.920], [2.363, 1.898, -1.328], [5.252, -0.519, -1.008], [-0.327, 1.333, -0.693], [-3.421, 4.360, 1.896]], "mulliken_charge": [-1.210, 0.062, 0.414, 0.295, 0.427, -0.123, 0.444, 0.418, 0.422, 0.474, -0.523, 0.429, -0.934, -0.577, -1.623, 0.197, -0.855, 0.429, 0.099, -0.749, 1.574, 0.783, -0.957, 0.548, 0.149, -0.318, 0.476, -0.530, -0.401, 0.012, -0.784, -0.834, 0.214, 0.511, 1.189, 1.584, 0.452, -0.745, 0.259, 0.380, 0.313, -1.036, 0.468, 0.381, -1.108, -0.921, 0.910, -0.855, 0.188, -1.259, 0.031, 0.427, -0.263, -0.474, 0.085, -0.534, 0.747, 0.427, -1.073, 0.003, 0.455, 2.328, -1.145, 0.453, 0.524, -1.450, 0.285, 0.234, 1.355, 0.314, 0.138, 0.404, 0.414, -0.241, -0.510, 0.058, -0.773, 0.494, -0.032, -0.555, 0.233, -1.033, -0.121, -0.214, -0.512, 0.555, 0.446, 0.951, -0.591], "lumo_energy_ev": -0.14, "gap_ev": 7.08}